ORCA calculation (the ωB97M-V functional and the def2-TZVPD basis) on 2 unconnected molecules or ions with the total composition CH6N2O4S2 in a non-equilibrium geometry.

XYZ file:
```
15
Properties=species:S:1:pos:R:3:mulliken_charge:R:1
C 2.410 0.743 0.112 -0.780
N 1.145 -1.673 0.785 -0.555
N -3.097 -0.659 -0.719 -0.346
O 1.565 -1.018 -1.616 -0.596
O -0.371 1.906 -1.077 -0.539
O -0.986 0.878 1.033 -0.466
O -3.610 -0.665 0.540 -0.251
S 1.185 -0.525 -0.300 0.829
S -0.792 0.707 -0.381 0.851
H 3.505 0.419 -0.172 0.308
H 1.991 1.359 -0.624 0.301
H 2.482 1.206 1.095 0.344
H 0.968 -1.444 1.728 0.275
H -2.719 -1.547 -1.035 0.236
H -3.676 0.313 0.631 0.389
```

Properties
Total charge: 0
Energy relative to the best compared isomer or geometry (same formula, charge and spin): 100.3 kcal per mole
Largest force on an atom: 5.3 eV Å⁻¹

---

ORCA calculation (the ωB97M-V functional and the def2-TZVPD basis) on a gas-phase ion, CH6N2OP (charge +1) in a non-equilibrium geometry.

XYZ file:
```
11
Properties=species:S:1:pos:R:3:mulliken_charge:R:1
C -0.260 0.099 -0.226 0.664
N -1.121 -0.325 -1.144 -0.351
N 0.125 1.329 -0.086 -0.321
O 1.290 -0.657 1.946 -0.487
P -0.031 -1.168 1.129 0.142
H -1.346 0.365 -1.891 0.242
H -1.441 -1.203 -0.973 0.209
H -0.006 2.043 -0.782 0.204
H 0.542 1.733 0.725 0.232
H 1.155 -0.603 2.941 0.380
H 0.719 -1.686 0.135 0.086
```

Properties
Total charge: +1
Energy relative to the best compared isomer or geometry (same formula, charge and spin): 0.0 kcal per mole
Largest force on an atom: 5.6 eV Å⁻¹

---

ORCA calculation (the ωB97M-V functional and the def2-TZVPD basis) on 2 unconnected molecules or ions with the total composition CH6N2OS in a non-equilibrium geometry.

XYZ file:
```
11
Properties=species:S:1:pos:R:3:mulliken_charge:R:1
C -0.306 0.013 0.795 -0.572
N 0.670 -2.192 0.458 -0.618
N -0.544 1.772 -0.959 -0.486
O 1.703 0.762 -0.746 -0.504
S 0.360 0.348 -0.882 0.484
H 0.322 0.310 1.525 0.393
H -1.231 -0.585 0.670 0.341
H -0.216 -2.563 0.144 0.228
H 1.281 -2.108 -0.346 0.243
H -0.629 2.384 -0.150 0.251
H -1.394 1.902 -1.484 0.242
```

Properties
Total charge: 0
Energy relative to the best compared isomer or geometry (same formula, charge and spin): 130.8 kcal per mole
Largest force on an atom: 7.7 eV Å⁻¹

---

ORCA calculation (the ωB97M-V functional and the def2-TZVPD basis) on a gas-phase ion, CH6N2P (charge +1) in a non-equilibrium geometry.

XYZ file:
```
10
Properties=species:S:1:pos:R:3:lowdin_spin:R:1
C -1.401 0.474 0.101 0.956
N -2.227 -0.457 -0.043 0.268
N 2.183 -0.214 0.063 0.329
P 0.518 0.526 0.055 0.342
H -3.274 -0.216 0.012 0.023
H -1.903 -1.325 -0.403 0.034
H 2.609 -0.560 0.909 0.006
H 2.234 -0.876 -0.616 0.008
H 0.558 1.363 1.027 0.018
H 0.703 1.285 -1.105 0.015
```

Properties
Total charge: +1
Energy relative to the best compared isomer or geometry (same formula, charge and spin): 6.8 kcal per mole
2S+1: 3
Largest force on an atom: 4.3 eV Å⁻¹